1.
This record from the OMol25 dataset describes a 4-piece molecular cluster, C3H13NO4 overall. The level of theory is the ωB97M-V functional and the def2-TZVPD basis.

E_tot	-13001.5088	eV

Last column: Mulliken charge in e.
Geometry (Å):
N  -1.1859  -0.5754  0.0719  -0.56
C  -0.3592  0.0196  -0.9531  -0.46
C  1.0286  0.5652  -0.3538  -0.57
C  2.0964  0.2825  -1.3483  -0.09
O  2.6144  -0.8043  -1.4676  -0.51
H  -1.0498  -1.5749  0.1010  0.27
H  -0.9598  -0.2588  1.0122  0.16
H  -0.1017  -0.6849  -1.7339  0.45
H  -0.8301  0.9487  -1.2678  0.28
H  1.1883  0.0269  0.5762  0.31
H  0.9444  1.6332  -0.1664  0.39
H  2.3654  1.0749  -2.0702  0.36
O  -0.4148  1.6462  2.4286  -0.64
H  -0.5621  0.9923  3.1204  0.30
H  -1.2746  2.0696  2.3134  0.32
O  0.8744  -2.6523  0.1141  -0.58
H  1.6350  -2.0696  -0.0196  0.29
H  1.2596  -3.5151  0.2931  0.28
O  -3.4546  1.5703  0.5826  -0.69
H  -4.1711  0.9291  0.5186  0.30
H  -2.7065  1.0381  0.2651  0.39

***

2.
This record from the OMol25 dataset describes C6H7NORhSe2Te2 as an isolated structure. The level of theory is the ωB97M-V functional and the def2-TZVPD basis.

E_tot	-158149.5270	eV
spin multiplicity	5
<S²>	6.0204
charge	+1

Last column: Löwdin spin population.
Geometry (Å):
Rh  0.6774  0.1439  0.6131  2.23
Se  3.6320  -1.1087  0.6897  0.03
Te  3.8508  0.1605  -1.4139  0.05
Te  2.7936  2.6155  -0.8184  0.45
Se  0.3877  2.3577  -0.7181  0.62
O  -0.8391  -1.6067  0.1121  0.06
C  -0.1484  -2.8601  0.1937  0.01
C  1.1828  -2.5278  0.8725  0.07
C  1.5289  -3.0831  2.1685  0.01
C  1.8143  -2.2804  3.2212  0.03
C  1.7371  -0.8277  3.4353  0.06
C  1.3474  0.1688  2.6140  0.27
N  1.8202  -1.5716  0.2956  0.08
H  -1.7208  -1.7183  -0.2596  0.00
H  0.0377  -3.2495  -0.8107  0.00
H  -0.7262  -3.5764  0.7783  0.00
H  1.4096  -4.1450  2.3365  0.00
H  2.0222  -2.8119  4.1450  0.00
H  1.9832  -0.5696  4.4615  0.01
H  1.3200  1.1448  3.1055  0.03

***

3.
This record from the OMol25 dataset describes a 2-piece molecular cluster, CH3O4Si overall. The level of theory is the ωB97M-V functional and the def2-TZVPD basis.

E_tot	-17151.7228	eV
spin multiplicity	3
<S²>	2.0084
charge	-1

Last column: Löwdin spin population.
Geometry (Å):
C  3.8027  0.0427  -0.0581  0.36
O  3.6159  0.9346  0.8316  0.36
O  4.8429  -0.3029  -0.6300  0.40
O  0.9577  -0.0655  -0.8905  0.20
O  -1.3817  0.6804  -0.2647  0.01
Si  1.9971  -0.3967  0.1579  0.55
H  -0.4955  0.1634  -0.5725  0.00
H  -1.4121  1.6313  -0.6202  0.00
H  1.8992  -0.7674  1.6752  0.12

***

4.
This record from the OMol25 dataset describes a 2-piece molecular cluster, C4H10O overall. The level of theory is the ωB97M-V functional and the def2-TZVPD basis.

E_tot	-6355.7899	eV
spin multiplicity	2
<S²>	0.7504
charge	-1

Last column: Löwdin spin population.
Geometry (Å):
C  0.8537  -0.5953  1.1698  0.20
C  -0.0603  -0.6767  -0.0039  0.04
C  0.4036  -0.8846  -1.2334  0.08
C  -1.5130  -0.3640  0.2455  0.19
H  1.1503  0.4708  1.2916  0.07
H  1.8239  -1.0606  1.0565  0.02
H  0.3483  -0.8242  2.1060  0.04
H  -0.2127  -0.8584  -2.1294  0.02
H  1.4490  -1.0412  -1.4791  0.01
H  -1.9765  0.0813  -0.5775  0.03
H  -1.5783  0.2844  1.1290  0.07
H  -2.0151  -1.2793  0.5696  0.02
H  0.3985  2.6055  -0.0095  0.07
H  0.3150  1.6246  -1.1878  0.02
O  0.6135  2.5177  -0.9473  0.10

***

5.
This record from the OMol25 dataset describes C38H40HfN3O2PS3Se2Te as an isolated structure. The level of theory is the ωB97M-V functional and the def2-TZVPD basis.

E_tot	-229698.9774	eV
charge	+2

Last column: Mulliken charge in e.
Geometry (Å):
Hf  -0.8987  -0.3093  0.7945  0.30
C  -1.3017  2.9072  3.3085  -1.09
Se  0.1551  2.2232  2.2160  0.38
C  0.2455  3.7209  0.9546  -0.78
C  -0.9165  3.8715  -0.0229  -1.02
Se  -2.0146  2.2648  -0.1009  0.61
C  -2.8936  2.6445  -1.7898  -1.28
H  -0.9680  3.8549  3.7246  0.49
H  -1.4624  2.1894  4.1077  0.23
H  -2.2091  3.0238  2.7247  0.33
H  1.1849  3.5840  0.4220  0.18
H  0.3476  4.6051  1.5821  0.63
H  -0.5660  4.0884  -1.0304  0.57
H  -1.5999  4.6640  0.2771  0.59
H  -3.3712  3.6170  -1.6977  0.47
H  -3.6553  1.8819  -1.9276  0.37
H  -2.1823  2.6355  -2.6110  0.30
C  -1.6128  -2.1068  4.1615  -1.21
C  -1.5781  -2.8881  2.8943  0.45
N  -1.4584  -2.4243  1.6585  0.56
C  -1.4400  -3.4643  0.7387  -0.35
C  -1.4910  -4.7031  1.2813  -0.45
S  -1.6315  -4.5850  2.9737  -0.17
C  -1.5270  -3.1030  -0.6660  -0.31
C  -1.9310  -3.9017  -1.6797  -0.53
S  -2.1828  -2.9762  -3.0835  -0.21
C  -1.7412  -1.5595  -2.2527  -0.05
N  -1.3769  -1.7640  -1.0007  1.43
C  -1.8854  -0.2483  -2.9216  -0.31
H  -2.0042  -1.1086  4.0026  0.10
H  -0.5974  -2.0241  4.5520  0.24
H  -2.2202  -2.6249  4.9026  0.57
H  -1.4910  -5.6508  0.7708  0.51
H  -2.1351  -4.9583  -1.6497  0.52
H  -1.4215  -0.2429  -3.9078  0.56
H  -1.4279  0.5313  -2.3229  -0.96
H  -2.9526  -0.0519  -3.0401  0.59
Te  1.3323  -1.2358  2.3187  0.07
C  2.0312  0.1531  3.7206  0.06
C  1.3780  0.5308  4.8592  -0.16
C  2.1148  1.4744  5.6264  -0.71
C  3.3153  1.7745  5.0588  -0.57
S  3.5568  0.9165  3.5992  -0.05
H  0.4064  0.1561  5.1458  0.47
H  1.7761  1.8905  6.5634  0.45
H  4.0831  2.4304  5.4358  0.45
C  5.4013  1.9996  -0.3456  -0.74
C  4.2965  2.2641  0.4457  -1.22
C  3.1215  1.5534  0.2422  -0.25
C  3.0393  0.5897  -0.7531  0.34
C  4.1609  0.3189  -1.5376  -0.58
C  5.3357  1.0173  -1.3273  -0.89
P  1.4322  -0.1566  -1.1923  1.89
C  1.8828  -1.8972  -1.5119  1.38
C  1.2760  -2.6586  -2.5094  -0.93
C  1.6111  -3.9920  -2.6854  -0.94
C  2.5527  -4.5895  -1.8600  -0.92
C  3.1693  -3.8403  -0.8685  -0.89
C  2.8429  -2.5033  -0.6983  -1.14
C  1.2314  0.6466  -2.8245  0.61
C  0.7481  1.9537  -2.7794  -0.46
C  0.6365  2.7114  -3.9326  -0.53
C  1.0030  2.1616  -5.1561  -0.83
C  1.5068  0.8713  -5.2057  -0.74
C  1.6329  0.1180  -4.0442  -0.62
H  6.3213  2.5474  -0.1936  0.43
H  4.3517  3.0054  1.2312  0.58
H  2.2688  1.7077  0.8885  0.86
H  4.1136  -0.4353  -2.3134  0.43
H  6.2055  0.8018  -1.9329  0.48
H  0.5551  -2.2102  -3.1785  0.71
H  1.1449  -4.5596  -3.4803  0.51
H  2.8194  -5.6283  -2.0014  0.46
H  3.9201  -4.2905  -0.2333  0.51
H  3.3555  -1.9266  0.0591  0.62
H  0.4735  2.3821  -1.8198  0.12
H  0.2754  3.7311  -3.8839  0.51
H  0.9138  2.7445  -6.0625  0.43
H  1.8196  0.4491  -6.1513  0.48
H  2.0623  -0.8733  -4.1028  0.48
O  -2.3728  0.2851  2.2887  -0.51
C  -3.4396  -0.0237  1.6486  0.33
C  -4.8470  -0.0678  2.1522  -0.59
C  -5.6028  -0.5457  0.9041  -0.72
C  -4.5223  -0.7407  -0.1558  -0.08
O  -4.6614  -1.1279  -1.2843  -0.57
N  -3.2835  -0.3691  0.3976  0.48
H  -5.1491  0.9195  2.5029  0.31
H  -4.9196  -0.7456  3.0041  0.31
H  -6.3269  0.1819  0.5389  0.31
H  -6.1382  -1.4822  1.0512  0.32

***

Taking the records one at a time from the top gives largest force on an atom values of 2.39, 1.28, 4.36, 2.46, 0.57 eV/Å.